*i*
An isolated ion of composition C10H15N4 and charge +1, computed with ωB97M-V/def2-TZVPD.

Properties
- Frontier orbital gap (spin up / spin down): 8.1 / 8.1 eV
- Net charge: +1
- Lowest unoccupied orbital energy (spin up / spin down): -4.27 / -4.27 eV

Geometry (Å):
H 1.272 1.874 -1.599
H 2.253 1.171 1.962
N 0.513 -3.047 -0.922
H 3.151 -0.885 0.288
H 2.443 -0.828 -1.416
H 1.393 -0.385 2.080
C -2.128 0.384 -0.331
C 0.054 -1.938 -0.285
H -0.191 1.819 -0.667
C -2.267 -1.844 0.613
H 3.165 0.655 -0.711
H -2.943 2.169 -1.157
C -4.177 -0.235 0.234
H -2.912 -2.466 1.214
C 1.349 0.498 1.580
H 1.242 2.477 0.059
N -1.100 -2.313 0.478
N -2.828 -0.633 0.216
H 1.338 -2.826 -1.509
N -2.979 1.341 -0.622
C -4.256 0.965 -0.294
C 2.587 -0.246 -0.453
C 0.430 -0.670 -0.473
H -5.105 1.517 -0.414
C 0.871 1.741 -0.659
H 0.479 -3.842 -0.306
C 1.247 0.454 0.064
H 0.374 0.864 2.054
H -4.926 -0.891 0.549

---

*ii*
A 2-piece molecular cluster, C10H15N4 overall, computed with ωB97M-V/def2-TZVPD.

Properties
- Frontier orbital gap: 7.5 eV
- Net charge: +1
- Lowest unoccupied orbital energy: -5.05 eV

Geometry (Å):
H 1.056 -1.221 -3.797
C 1.551 1.751 -1.271
H 2.122 2.557 -1.601
N 0.819 -1.515 -2.779
H 1.850 3.181 1.454
H -0.163 -1.453 -0.341
H -1.562 0.783 -0.513
H -3.267 -0.306 1.667
C -2.821 0.500 1.169
H -1.857 -1.602 -1.362
H -3.664 1.143 0.994
N 1.269 1.380 2.350
C 1.041 -0.574 -1.779
H 0.711 -0.217 3.615
C 0.929 -1.045 -0.401
H 1.094 0.870 -3.249
C -2.163 -0.045 0.012
C 1.539 2.130 1.263
C 1.254 0.772 -2.178
H 0.941 -2.535 -2.485
N 0.939 0.205 1.837
C -2.295 -1.275 -0.476
C 0.942 0.138 0.517
N 0.637 -0.751 2.817
H 1.243 -1.471 2.700
H -2.171 1.143 1.811
H -2.872 -2.030 0.130
C 1.359 1.489 0.084
H 1.537 -2.002 -0.185

---

Top of the stability list: *ii*, leading by 0.0615 hartree.

---

*i*
A 2-piece molecular cluster, C10H15N4 overall, computed with ωB97M-V/def2-TZVPD.

Properties
- Frontier orbital gap: 8.0 eV
- Net charge: +1
- Lowest unoccupied orbital energy: -4.86 eV

Geometry (Å):
H 3.002 -2.444 1.149
H 0.347 2.898 2.866
N -1.386 2.045 0.368
H -2.068 -1.944 -3.522
C 1.484 -0.752 1.150
H -1.074 2.761 -2.259
C -1.738 0.808 -1.437
H -0.465 -1.155 1.491
H 1.683 -0.961 -1.122
H 1.234 -2.895 1.488
C -1.930 -0.861 -3.188
C 1.988 -2.182 1.126
C -1.363 1.338 -3.734
H -1.426 3.736 1.535
C -1.580 0.052 -4.151
H 0.306 -1.768 -0.253
N 0.276 -0.445 1.920
N -1.811 1.024 -0.101
H 2.342 0.024 1.242
H 0.427 -0.549 2.999
H -1.450 -0.493 -5.150
H 0.176 1.170 2.084
N -0.040 2.256 2.113
H -2.231 -1.307 -1.137
C -2.095 -0.503 -1.878
C 1.309 -1.472 -0.122
H -1.050 2.062 -4.399
C -1.261 1.717 -2.400
C -1.114 2.715 1.410

---

*ii*
A 2-piece molecular cluster, C10H15N4 overall, computed with ωB97M-V/def2-TZVPD.

Properties
- Frontier orbital gap: 8.1 eV
- Net charge: +1
- Lowest unoccupied orbital energy: -3.68 eV

Geometry (Å):
H 2.255 -1.286 -1.903
H -2.828 -2.214 1.714
H -1.773 -3.191 0.677
N -1.124 2.462 0.443
C -0.881 1.198 0.420
H -2.047 2.871 0.596
N -1.458 -1.156 0.532
H -2.749 0.334 -0.162
C 2.123 -0.369 0.040
H 5.813 0.607 -0.490
H -0.372 3.123 0.297
C -1.961 0.220 0.618
H -2.440 0.340 1.596
H 4.624 -0.667 -2.226
C 4.780 0.336 -0.341
C 2.810 0.361 1.028
N -0.194 -1.371 0.406
C 0.790 -0.711 0.234
C 2.785 -0.727 -1.148
H -3.120 -2.283 -0.034
H 2.290 0.647 1.928
N -4.239 0.520 -1.343
C -2.346 -2.269 0.735
C 4.128 0.709 0.827
H -4.034 0.207 -2.285
H 4.656 1.269 1.583
H -5.008 -0.047 -1.005
C 4.109 -0.383 -1.321
H -4.589 1.469 -1.418

---

Top of the stability list: *ii*, leading by 0.0427 hartree.

---

*i*
A 2-piece molecular cluster, C4H10O3 overall, computed with ωB97M-V/def2-TZVPD.

Properties
- Frontier orbital gap: 10.5 eV
- Net charge: 0
- SMILES: O=CCCCO.O
- Lowest unoccupied orbital energy: 0.60 eV

Geometry (Å):
H 0.578 -1.878 -0.645
H -1.713 -1.263 -1.863
H -1.425 0.066 0.670
C 0.673 0.439 1.176
H 0.966 2.507 -1.063
H -0.324 -2.066 0.823
H -0.333 0.489 -0.698
O 0.698 1.866 1.292
C -0.422 -0.050 0.253
O -2.443 -2.544 -0.463
C -1.590 -1.825 -0.929
H 1.633 0.174 0.733
H 2.067 1.569 -1.488
H 0.145 2.068 2.052
C -0.342 -1.557 -0.145
O 1.307 2.040 -1.852
H 0.524 -0.035 2.147

---

*ii*
A 2-piece molecular cluster, C4H10O3 overall, computed with ωB97M-V/def2-TZVPD.

Properties
- Frontier orbital gap: 10.8 eV
- Net charge: 0
- SMILES: CC(=O)O.CCO
- Lowest unoccupied orbital energy: 0.64 eV

Geometry (Å):
H -2.215 -1.007 -1.788
H 0.560 1.540 0.052
C 1.475 0.131 1.049
H 1.326 -1.145 -0.696
H 2.174 0.297 1.874
O -1.505 1.456 0.250
C 1.881 -1.085 0.245
C -1.904 0.211 -0.079
H -0.598 -0.263 -1.692
O 1.487 1.281 0.215
H -1.767 1.543 1.193
C -1.664 -0.102 -1.519
O -2.353 -0.543 0.765
H 1.711 -2.002 0.816
H 0.477 0.002 1.475
H 2.943 -1.032 -0.016
H -2.027 0.718 -2.144

---

*iii*
A 2-piece molecular cluster, C4H10O3 overall, computed with ωB97M-V/def2-TZVPD.

Properties
- Frontier orbital gap: 11.2 eV
- Net charge: 0
- SMILES: C1COCOC1.O
- Lowest unoccupied orbital energy: 0.86 eV

Geometry (Å):
H -0.782 0.996 2.750
C -1.364 -0.027 0.977
C -1.016 -0.224 -0.455
C -0.523 1.048 1.675
H 1.049 1.787 -0.244
H -1.573 0.493 -1.088
H -1.155 -1.036 1.381
H 1.370 -1.531 -2.018
C 1.141 0.739 0.103
O 1.857 -1.651 -2.865
O 0.832 0.720 1.508
H -2.438 0.185 1.138
H -0.880 2.022 1.289
H 2.284 -2.534 -2.782
H 2.197 0.433 -0.027
H -1.386 -1.240 -0.692
O 0.387 -0.181 -0.650

---

*iv*
C4H10O3 as an isolated structure, computed with ωB97M-V/def2-TZVPD.

Properties
- Frontier orbital gap (spin up / spin down): 9.2 / 8.3 eV
- Net charge: 0
- Lowest unoccupied orbital energy (spin up / spin down): 0.00 / 0.15 eV

Geometry (Å):
O -0.183 0.240 0.835
H 0.029 -1.780 -0.290
H 2.022 0.926 1.680
H 1.173 2.052 -0.540
C -2.604 -0.544 0.074
H 2.683 -0.341 0.552
H 0.053 1.395 -1.745
H -2.804 -0.750 1.137
H 1.631 -0.840 1.949
C 0.925 1.173 -1.129
C 0.529 0.046 -0.225
H -3.572 -0.328 -0.404
C 1.904 -0.059 1.252
H 1.754 0.883 -1.771
O -1.771 0.541 -0.117
O 0.461 -1.134 -0.871
H -2.230 -1.482 -0.387

---

Top of the stability list: *ii*, leading by 0.0386 hartree.

---

*i*
A 2-piece molecular cluster, C4H10O3 overall, computed with ωB97M-V/def2-TZVPD.

Properties
- Frontier orbital gap: 10.5 eV
- Net charge: 0
- SMILES: C[C@@H](O)CC=O.O
- Lowest unoccupied orbital energy: 0.76 eV

Geometry (Å):
O 0.219 0.032 -0.567
H 0.301 -0.265 -1.477
H 0.104 -2.925 0.159
C 1.101 0.475 2.380
H 0.562 -1.597 2.265
H 1.322 0.276 3.450
H 1.980 -0.536 0.235
O -4.088 4.241 -3.272
C 0.876 -2.314 -0.312
O 1.474 1.475 1.837
H -3.540 3.812 -2.614
C 0.430 -0.695 1.665
H -0.612 -0.382 1.643
H -3.587 4.381 -4.079
H 1.827 -2.828 -0.182
H 0.683 -2.249 -1.383
C 0.948 -0.902 0.253

---

*ii*
A 3-piece molecular cluster, C4H10O3 overall, computed with ωB97M-V/def2-TZVPD.

Properties
- Frontier orbital gap: 9.3 eV
- Net charge: 0
- SMILES: C=CC(=C)O.O.O
- Lowest unoccupied orbital energy: 0.37 eV

Geometry (Å):
H -3.862 1.175 -3.108
O 5.018 -1.776 -0.195
H 3.302 -4.024 3.904
H 4.121 -1.421 -0.161
O 3.591 -4.289 4.781
H 4.952 -2.511 0.418
C -1.019 1.417 0.216
O -1.342 1.854 -2.718
H -0.780 1.524 1.256
H -0.789 0.467 -0.247
C -3.610 1.574 -2.112
H -4.374 1.641 -1.340
H -1.606 1.791 -3.646
H -2.195 3.068 0.104
C -1.828 2.238 -0.486
H 2.784 -4.670 5.144
C -2.363 1.941 -1.811

---

Top of the stability list: *i*, leading by 0.0383 hartree.